1.
153
Properties=species:S:1:pos:R:3:mulliken_spin:R:1 method="wB97M-V/def2-TZVPD" homo_lumo_gap_ha="0.1230 / 0.1365" total_charge=-2 s2=0.773 e_lumo_ha="0.0900 / 0.0900" multiplicity=2
C 1.743 0.777 2.060 0.0005
C 1.258 0.566 0.638 0.0176
C 0.039 -0.414 0.494 -0.0042
O -1.202 0.190 0.690 0.0003
C -2.166 -0.725 1.080 0.0000
N 0.944 2.007 0.044 -0.0012
H 1.611 2.723 0.293 0.0000
H 0.946 1.894 -0.960 0.0013
H -0.025 2.289 0.030 -0.0001
H 1.776 -0.148 2.637 0.0002
H 1.353 1.650 2.583 0.0005
H 2.814 0.978 2.074 0.0002
H 1.991 0.239 -0.099 -0.0154
H 0.192 -1.247 1.179 0.0002
H 0.093 -0.938 -0.460 0.0024
H -3.092 -0.155 1.004 0.0000
H -1.865 -1.249 1.987 0.0000
H -2.376 -1.489 0.332 0.0001
O 0.794 6.529 -2.211 0.0000
C 1.300 5.334 -2.492 0.0000
O 1.145 4.987 -3.674 0.0000
O 1.935 4.656 -1.673 0.0001
H 0.598 6.674 -3.139 0.0000
C 0.959 -0.734 -3.501 -0.0009
C 0.285 0.654 -3.553 -0.0015
O 0.821 1.686 -2.871 -0.0004
H 0.683 -1.231 -2.571 -0.0001
H 2.025 -0.909 -3.644 0.0003
H 0.491 -1.391 -4.235 -0.0001
H -0.795 0.609 -3.407 0.0004
H 0.392 0.902 -4.609 0.0000
C -3.615 -4.861 -6.709 0.0000
O -3.037 -4.119 -5.601 0.0000
C -2.784 -2.742 -5.862 0.0001
C -2.310 -2.068 -4.521 -0.0001
O -3.413 -2.054 -3.518 0.0000
C -2.806 -1.805 -2.254 -0.0005
H -3.235 -4.514 -7.670 0.0000
H -4.703 -4.806 -6.668 0.0000
H -3.340 -5.909 -6.589 0.0000
H -3.691 -2.187 -6.100 0.0000
H -2.058 -2.608 -6.664 0.0000
H -1.975 -1.043 -4.683 0.0000
H -1.427 -2.593 -4.159 0.0000
H -2.009 -2.495 -1.975 0.0001
H -3.610 -1.899 -1.525 0.0001
H -2.458 -0.777 -2.351 0.0002
C -5.050 -2.026 2.105 0.0000
O -4.111 -3.091 1.984 0.0000
C -4.379 -3.949 0.894 0.0000
C -3.319 -5.019 0.791 0.0000
O -2.098 -4.399 0.644 0.0000
C -1.085 -5.382 0.636 0.0004
H -5.180 -1.451 1.189 0.0000
H -4.776 -1.376 2.936 0.0000
H -6.020 -2.421 2.406 0.0000
H -4.538 -3.450 -0.063 0.0000
H -5.336 -4.450 1.037 0.0000
H -3.446 -5.761 0.003 0.0000
H -3.216 -5.587 1.716 0.0000
H -1.209 -5.788 -0.368 0.0000
H -1.149 -6.240 1.305 0.0000
H -0.083 -4.958 0.566 -0.0001
C -2.348 -2.512 4.780 0.0000
O -2.648 -1.686 5.688 0.0000
N -1.126 -3.012 4.699 0.0000
C 0.102 -2.588 5.389 0.0001
C -0.857 -4.022 3.644 0.0000
H -3.131 -2.833 4.077 0.0000
H 0.411 -3.556 5.783 0.0000
H -0.116 -1.993 6.277 0.0000
H 0.732 -2.151 4.614 -0.0001
H -1.778 -4.297 3.129 0.0000
H -0.174 -3.667 2.872 0.0000
H -0.412 -4.884 4.141 0.0000
C 0.555 5.472 2.411 0.0000
O 0.933 4.315 2.267 0.0000
N -0.706 5.857 2.603 0.0000
C -1.153 7.291 2.538 0.0000
C -1.819 4.947 2.722 0.0000
H 1.271 6.300 2.288 0.0000
H -0.360 7.864 2.057 0.0000
H -1.305 7.680 3.545 0.0000
H -1.939 7.486 1.810 0.0000
H -2.459 5.117 1.856 0.0000
H -1.587 3.883 2.686 0.0000
H -2.372 5.168 3.635 0.0000
C -4.912 2.919 4.793 0.0000
O -5.912 3.623 4.722 0.0000
N -4.225 2.495 3.691 0.0000
C -3.303 1.284 3.740 -0.0001
C -4.631 2.824 2.352 0.0000
H -4.488 2.530 5.732 0.0000
H -3.694 0.454 3.150 0.0000
H -3.018 0.904 4.721 0.0000
H -2.393 1.661 3.273 0.0000
H -3.832 2.629 1.637 0.0000
H -5.550 2.341 2.020 0.0000
H -4.964 3.861 2.321 0.0000
C 2.922 -3.748 1.217 0.0023
O 3.008 -2.587 1.588 0.0026
N 3.161 -4.841 1.983 0.0005
C 3.295 -6.199 1.418 0.0001
C 3.595 -4.714 3.397 0.0000
H 2.577 -4.074 0.223 -0.0045
H 2.727 -6.926 1.999 0.0000
H 4.326 -6.471 1.192 0.0000
H 2.997 -6.103 0.374 -0.0001
H 2.760 -4.932 4.062 0.0000
H 4.451 -5.367 3.569 -0.0001
H 3.920 -3.685 3.553 0.0000
C 6.865 -0.754 -1.176 0.0039
C 5.637 -1.252 -0.855 0.1306
C 4.600 -1.596 -1.838 0.1401
O 3.451 -1.842 -1.512 0.1854
C 5.039 -1.338 -3.229 -0.0278
C 6.295 -0.885 -3.576 0.0951
C 7.364 -0.579 -2.589 0.2083
O 8.592 -0.340 -2.917 0.2271
O 6.698 -0.883 -4.877 0.0183
O 5.157 -1.232 0.480 0.0182
H 7.443 -0.168 -0.477 0.0054
H 4.342 -1.653 -3.992 -0.0019
H 7.597 -0.545 -4.877 -0.0066
H 4.306 -1.677 0.469 -0.0085
C -3.786 2.308 -3.833 0.0001
C -2.903 3.176 -3.389 -0.0001
C -2.418 3.231 -1.934 0.0000
O -1.542 4.006 -1.535 0.0000
C -3.147 2.198 -1.079 0.0000
C -4.115 1.366 -1.516 0.0000
C -4.502 1.367 -2.975 0.0000
O -5.369 0.623 -3.437 0.0000
O -4.928 0.653 -0.721 0.0000
O -2.193 3.957 -4.237 0.0000
H -4.117 2.424 -4.854 0.0000
H -2.828 2.157 -0.048 0.0000
H -5.555 0.195 -1.286 0.0000
H -1.442 4.338 -3.777 0.0000
C 6.267 2.849 -0.641 0.0078
C 7.364 3.594 -0.384 -0.0003
C 7.386 4.918 0.330 -0.0003
O 8.384 5.529 0.614 0.0000
C 6.010 5.380 0.555 -0.0002
C 4.890 4.673 0.213 -0.0006
C 4.858 3.229 -0.244 -0.0038
O 3.880 2.515 -0.384 0.0019
O 3.683 5.270 0.310 0.0000
O 8.515 3.021 -0.635 -0.0012
H 6.547 1.882 -1.030 0.0076
H 5.724 6.375 0.863 0.0000
H 3.061 4.870 -0.302 -0.0001
H 9.155 3.697 -0.870 0.0004

***

2.
162
Properties=species:S:1:pos:R:3:mulliken_spin:R:1 method="wB97M-V/def2-TZVPD" homo_lumo_gap_ha="0.3297 / 0.0967" total_charge=+1 s2=0.757 e_lumo_ha="-0.0672 / -0.3003" multiplicity=2
C 2.606 -16.806 -12.048 0.0005
C 4.048 -16.313 -11.604 0.0000
C 5.112 -16.970 -12.451 0.0000
O 5.892 -15.869 -12.926 0.0000
C 5.208 -14.752 -12.692 0.0001
O 5.667 -13.644 -12.783 0.0000
O 4.063 -15.002 -11.952 0.0002
H 2.412 -16.594 -13.099 0.0000
H 1.769 -16.407 -11.474 -0.0004
H 2.496 -17.875 -11.868 0.0000
H 4.181 -16.503 -10.539 0.0000
H 4.746 -17.604 -13.259 0.0000
H 5.710 -17.545 -11.744 0.0000
C -8.510 -11.695 -6.615 0.0000
C -7.227 -10.883 -6.077 0.0000
C -6.797 -11.040 -4.643 0.0000
O -5.395 -11.285 -4.670 0.0000
C -5.021 -11.473 -5.910 0.0002
O -3.907 -11.901 -6.240 -0.0012
O -6.037 -11.213 -6.726 0.0000
H -9.340 -11.352 -5.997 0.0000
H -8.501 -12.764 -6.401 0.0000
H -8.741 -11.472 -7.656 0.0000
H -7.442 -9.826 -6.235 0.0000
H -7.411 -11.867 -4.285 0.0000
H -7.062 -10.159 -4.058 0.0000
C -1.701 -17.312 -16.983 -0.0001
C -1.223 -15.972 -16.553 0.0000
C -2.273 -14.845 -16.587 0.0000
O -1.954 -14.186 -15.354 0.0000
C -1.225 -15.003 -14.576 0.0000
O -1.065 -14.744 -13.368 -0.0001
O -0.840 -16.085 -15.197 0.0001
H -2.728 -17.334 -16.619 0.0000
H -1.082 -18.094 -16.543 0.0000
H -1.738 -17.344 -18.072 0.0000
H -0.358 -15.650 -17.133 0.0000
H -3.340 -15.056 -16.516 0.0000
H -1.948 -14.210 -17.411 0.0000
C -0.086 -19.356 -12.648 0.0001
C -1.223 -18.332 -12.334 0.0002
C -2.408 -18.408 -13.335 0.0001
O -3.206 -19.427 -12.828 0.0000
C -2.876 -19.628 -11.517 0.0000
O -3.532 -20.393 -10.799 0.0000
O -1.843 -18.821 -11.216 0.0001
H 0.830 -19.393 -12.057 0.0000
H 0.263 -19.021 -13.625 0.0000
H -0.412 -20.388 -12.783 0.0000
H -0.918 -17.294 -12.201 -0.0005
H -1.858 -18.591 -14.258 0.0001
H -2.949 -17.469 -13.447 -0.0001
C -0.492 -13.831 -1.043 0.0000
C -0.456 -14.565 -2.345 0.0000
C -1.040 -15.994 -2.211 0.0000
O -1.989 -15.989 -3.222 0.0000
C -2.171 -14.774 -3.754 0.0001
O -3.038 -14.480 -4.540 0.0000
O -1.265 -13.903 -3.219 0.0003
H 0.243 -14.040 -0.266 0.0000
H -1.467 -13.989 -0.583 0.0000
H -0.484 -12.755 -1.221 0.0000
H 0.520 -14.662 -2.820 0.0000
H -1.334 -16.215 -1.185 0.0000
H -0.232 -16.697 -2.418 0.0000
C 0.381 -17.307 -5.254 -0.0001
C 0.139 -16.949 -6.709 -0.0004
C 1.256 -16.375 -7.493 -0.0004
O 1.606 -17.343 -8.452 -0.0001
C 0.670 -18.332 -8.478 -0.0001
O 0.727 -19.337 -9.186 0.0000
O -0.158 -18.122 -7.481 0.0001
H 0.741 -16.438 -4.702 0.0001
H 1.098 -18.129 -5.253 0.0000
H -0.498 -17.790 -4.828 0.0001
H -0.728 -16.296 -6.605 0.0003
H 2.001 -16.318 -6.701 0.0001
H 1.033 -15.401 -7.929 0.0001
C 2.683 -12.421 -8.208 0.0040
O 1.932 -11.265 -8.500 0.0252
C 1.388 -10.927 -9.690 -0.0383
O 0.580 -9.946 -9.785 0.6387
O 1.921 -11.662 -10.653 0.0345
C 1.554 -11.464 -12.044 0.0056
H 3.674 -12.272 -8.638 0.0005
H 2.244 -13.300 -8.679 0.0006
H 2.702 -12.566 -7.128 0.0012
H 0.530 -11.834 -12.097 -0.0047
H 2.168 -11.988 -12.776 0.0002
H 1.560 -10.383 -12.183 -0.0022
C -6.466 -13.574 -10.931 -0.0001
O -5.695 -13.508 -12.135 -0.0004
C -6.299 -13.830 -13.429 -0.0001
O -7.420 -14.245 -13.550 0.0000
O -5.394 -13.591 -14.391 0.0001
C -5.813 -13.676 -15.798 0.0000
H -6.125 -14.504 -10.477 0.0000
H -7.521 -13.781 -11.109 0.0000
H -6.237 -12.894 -10.111 0.0001
H -6.084 -14.712 -16.001 0.0000
H -4.935 -13.350 -16.357 0.0000
H -6.684 -13.048 -15.987 0.0000
C -3.705 -11.772 -9.645 0.0053
O -3.340 -11.516 -10.979 0.0177
C -2.598 -10.481 -11.333 -0.0088
O -2.039 -9.652 -10.630 0.1372
O -2.408 -10.482 -12.661 0.0065
C -3.186 -11.338 -13.507 0.0014
H -4.731 -11.412 -9.570 -0.0006
H -3.046 -11.259 -8.945 -0.0065
H -3.752 -12.850 -9.491 -0.0008
H -4.235 -11.078 -13.649 0.0000
H -3.383 -12.357 -13.173 0.0000
H -2.728 -11.373 -14.496 0.0005
C -4.620 -15.399 -7.050 0.0000
O -3.236 -15.388 -7.407 -0.0001
C -2.835 -15.195 -8.718 0.0000
O -3.653 -15.200 -9.666 0.0002
O -1.520 -15.227 -8.801 0.0017
C -0.907 -14.958 -10.057 0.0004
H -4.847 -15.904 -6.110 -0.0001
H -5.220 -15.776 -7.878 -0.0001
H -4.822 -14.346 -6.857 0.0001
H -0.413 -14.031 -10.348 -0.0002
H -1.559 -15.027 -10.927 -0.0002
H -0.080 -15.622 -10.309 0.0001
C -4.787 -18.744 -8.240 0.0002
O -5.776 -19.525 -8.979 0.0001
C -6.563 -20.547 -8.529 0.0000
O -6.770 -20.769 -7.357 0.0000
O -7.165 -21.300 -9.538 0.0000
C -7.056 -21.025 -10.976 0.0000
H -3.753 -19.065 -8.369 -0.0001
H -5.139 -18.650 -7.213 0.0000
H -4.781 -17.716 -8.601 -0.0001
H -6.118 -21.263 -11.479 0.0000
H -7.252 -19.959 -11.091 0.0000
H -7.785 -21.624 -11.521 0.0000
C -1.649 -9.436 -4.730 -0.0023
O -1.131 -10.570 -5.421 0.0239
C -0.979 -10.552 -6.774 -0.0046
O -1.158 -9.590 -7.522 0.1729
O -0.479 -11.764 -7.216 -0.0041
C -0.170 -12.849 -6.359 -0.0077
H -1.345 -9.506 -3.686 0.0001
H -2.714 -9.234 -4.846 0.0006
H -1.089 -8.528 -4.952 -0.0007
H -0.908 -12.888 -5.558 0.0009
H 0.822 -12.667 -5.947 -0.0001
H -0.165 -13.776 -6.933 0.0027
C -3.267 -18.965 -4.208 -0.0001
O -2.823 -19.857 -5.234 0.0000
C -3.622 -20.784 -5.761 0.0000
O -4.825 -20.968 -5.572 0.0000
O -3.019 -21.538 -6.676 0.0000
C -1.747 -21.261 -7.275 0.0001
H -2.324 -18.597 -3.803 0.0000
H -3.874 -19.432 -3.432 0.0000
H -3.721 -18.095 -4.683 0.0001
H -1.719 -20.223 -7.608 -0.0001
H -1.721 -21.905 -8.154 0.0000
H -0.877 -21.441 -6.645 0.0000